Record 1
A molecular structure, C9H19BeCl3NO13. Source: OMol25; level of theory: ωB97M-V with the def2-TZVPD basis set.

Structure (XYZ):
```
46
C9H19BeCl3NO13, DFT ωB97M-V with the def2-TZVPD basis set
Be -20.17 -26.85 -8.26
Cl -24.69 -23.71 -9.79
O -24.05 -22.79 -10.66
O -25.17 -23.08 -8.61
O -25.68 -24.35 -10.49
O -23.71 -24.70 -9.43
Cl -16.54 -24.09 -9.56
O -16.48 -25.48 -9.28
O -16.32 -23.90 -10.98
O -17.90 -23.69 -9.26
O -15.55 -23.42 -8.85
Cl -18.67 -31.56 -6.88
O -19.65 -30.57 -6.56
O -19.27 -32.45 -7.80
O -17.49 -30.96 -7.42
O -18.49 -32.14 -5.57
C -23.22 -26.81 -4.30
C -22.42 -25.90 -3.33
C -22.37 -26.75 -2.05
C -21.27 -26.50 -1.05
C -19.90 -26.52 -1.74
C -19.86 -25.56 -2.96
N -21.04 -25.74 -3.87
O -21.11 -24.94 -5.00
C -19.69 -24.14 -2.36
C -18.58 -25.90 -3.72
C -23.17 -24.68 -3.05
H -23.56 -26.35 -5.22
H -24.11 -27.25 -3.84
H -22.74 -27.77 -4.50
H -23.25 -26.74 -1.40
H -22.39 -27.83 -2.23
H -21.24 -27.32 -0.34
H -21.33 -25.50 -0.64
H -19.72 -27.55 -2.06
H -19.09 -26.35 -1.03
H -20.38 -23.99 -1.53
H -18.69 -24.01 -1.97
H -19.97 -23.34 -3.05
H -17.77 -25.98 -2.99
H -18.62 -26.83 -4.29
H -18.25 -25.06 -4.35
H -22.69 -24.12 -2.25
H -24.18 -24.83 -2.67
H -23.29 -23.95 -3.85
H -21.25 -24.07 -4.61
```

HOMO level	-7.23	eV
total charge	-1
gap between HOMO and LUMO	2.25	eV
LUMO	-4.9744	eV
DFT total energy	-75685.1791	eV
energy relative to the best compared isomer or geometry (same formula, charge and spin)	0.0	kJ/mol

---

Record 2
A molecular structure, CH7BrN3. Source: OMol25; level of theory: ωB97M-V with the def2-TZVPD basis set.

Structure (XYZ):
```
12
CH7BrN3, DFT ωB97M-V with the def2-TZVPD basis set
C -0.63 -0.98 -0.65
N 0.59 -1.16 -1.04
N -1.22 -0.01 -0.16
N 1.03 1.35 0.90
Br -3.72 0.03 0.34
H -1.19 -1.90 -0.56
H 1.24 -0.39 -0.96
H 0.88 -2.07 -1.54
H -0.57 0.79 0.11
H 0.97 2.37 1.30
H 1.94 1.18 0.57
H 0.69 0.79 1.69
```

HOMO level (alpha / beta)	-14.97 / -14.99	eV
total charge	+1
gap between HOMO and LUMO (alpha / beta)	6.73 / 6.76	eV
LUMO (alpha / beta)	-8.2463 / -8.2306	eV
DFT total energy	-75653.3941	eV
energy relative to the best compared isomer or geometry (same formula, charge and spin)	308.6	kJ/mol

---

Record 3
A single C16H13ClN2O4S molecule. Source: OMol25; level of theory: ωB97M-V with the def2-TZVPD basis set.

Structure (XYZ):
```
37
C16H13ClN2O4S, DFT ωB97M-V with the def2-TZVPD basis set
C -5.50 -2.09 -0.64
H -4.89 -2.89 -1.06
O -4.82 -1.40 0.38
C -3.67 -0.76 0.09
C -3.08 -0.71 -1.18
C -1.89 -0.02 -1.35
C -1.28 0.66 -0.30
C -1.87 0.60 0.97
C -3.04 -0.10 1.15
H -3.51 -0.16 2.13
H -1.40 1.07 1.82
C -0.01 1.35 -0.57
O 0.72 1.08 -1.50
N 0.30 2.35 0.35
C 1.42 3.15 0.33
N 2.61 2.63 -0.04
C 3.01 1.30 -0.11
C 2.44 0.32 0.69
C 2.85 -1.01 0.59
C 3.87 -1.35 -0.30
C 4.47 -0.36 -1.07
C 4.05 0.95 -0.98
H 4.51 1.71 -1.60
H 5.26 -0.63 -1.75
Cl 4.41 -2.97 -0.49
C 2.18 -2.02 1.45
O 2.56 -3.15 1.65
O 1.04 -1.55 2.00
H 0.64 -2.25 2.54
H 1.68 0.57 1.40
H 3.31 3.33 -0.26
S 1.29 4.73 0.76
H -0.48 2.77 0.85
H -1.42 0.02 -2.32
H -3.52 -1.21 -2.02
H -6.38 -2.51 -0.17
H -5.81 -1.41 -1.44
```

HOMO level	-8.36	eV
gap between HOMO and LUMO	8.19	eV
LUMO	-0.1749	eV
DFT total energy	-51331.8588	eV
energy relative to the best compared isomer or geometry (same formula, charge and spin)	0.0	kJ/mol
SMILES	COc1ccc(C(=O)NC(=S)Nc2ccc(Cl)c(C(=O)O)c2)cc1

---

Record 4
A molecular structure, C6H40FeO23. Source: OMol25; level of theory: ωB97M-V with the def2-TZVPD basis set.

Structure (XYZ):
```
70
C6H40FeO23, DFT ωB97M-V with the def2-TZVPD basis set
Fe 16.26 -23.36 19.93
C 12.96 -25.21 21.83
C 12.11 -25.78 22.79
C 12.61 -26.41 24.04
O 11.88 -26.78 25.02
C 13.97 -26.41 24.26
C 14.97 -25.79 23.35
C 14.41 -25.17 22.04
O 15.13 -24.57 21.21
O 16.18 -25.67 23.61
O 10.86 -25.86 22.38
H 12.54 -25.04 20.85
H 14.44 -26.68 25.20
O 16.12 -28.36 27.74
H 16.04 -27.48 28.10
H 16.18 -28.22 26.79
O 8.66 -27.87 22.71
H 9.52 -27.56 22.42
H 8.56 -27.50 23.59
O 8.80 -26.30 25.06
H 9.75 -26.33 25.07
H 8.59 -25.38 25.24
O 9.42 -23.48 24.10
H 10.29 -23.69 24.43
H 9.49 -23.57 23.15
O 16.73 -27.82 25.20
H 17.10 -28.52 24.66
H 16.40 -27.18 24.57
O 9.38 -23.54 20.89
H 8.84 -23.19 20.18
H 9.96 -24.17 20.47
O 16.87 -22.41 21.72
H 16.64 -22.72 22.60
H 17.06 -21.48 21.83
O 14.57 -22.16 20.09
H 13.81 -22.38 20.63
H 14.37 -21.30 19.71
O 17.71 -26.28 21.57
H 18.43 -26.67 22.07
H 17.02 -26.13 22.22
O 13.47 -29.74 23.64
H 13.10 -29.01 24.14
H 13.27 -30.52 24.16
O 12.95 -27.37 18.17
H 13.17 -27.32 19.10
H 13.60 -27.97 17.80
O 13.17 -25.42 27.32
H 13.98 -25.76 27.70
H 13.14 -25.79 26.44
O 17.41 -23.52 24.63
H 16.96 -24.32 24.34
H 16.77 -23.09 25.21
O 11.23 -27.50 28.05
H 11.25 -27.50 27.09
H 11.69 -26.69 28.29
O 12.26 -22.21 21.18
H 11.55 -21.73 21.62
H 12.15 -23.12 21.47
O 11.85 -23.49 25.10
H 12.12 -24.24 25.64
H 11.85 -22.75 25.70
O 11.06 -28.54 21.60
H 11.03 -27.58 21.60
H 11.54 -28.76 20.80
O 15.40 -24.51 18.43
H 14.79 -24.43 17.70
H 15.53 -25.45 18.53
O 7.20 -25.34 22.63
H 8.13 -25.14 22.57
H 7.11 -26.19 22.19
```

HOMO level (alpha / beta)	-11.39 / -11.39	eV
total charge	+1
gap between HOMO and LUMO (alpha / beta)	5.63 / 4.06	eV
LUMO (alpha / beta)	-5.7629 / -7.3307	eV
DFT total energy	-88341.2680	eV
energy relative to the best compared isomer or geometry (same formula, charge and spin)	292.5	kJ/mol
spin multiplicity	6

---

Record 5
2 unconnected molecules or ions with the total composition C7H10N3O. Source: OMol25; level of theory: ωB97M-V with the def2-TZVPD basis set.

Structure (XYZ):
```
21
C7H10N3O, DFT ωB97M-V with the def2-TZVPD basis set
C 3.37 -0.50 0.13
C 2.64 -0.25 -1.00
C 2.85 -0.26 1.40
C 1.38 0.26 -0.84
C 1.61 0.34 1.44
C -2.55 0.16 -0.61
C -3.75 -0.69 -0.49
N 0.89 0.66 0.37
N -1.74 0.11 0.39
N -0.26 1.34 0.51
O -2.31 0.83 -1.65
H 4.40 -0.66 0.08
H 2.87 -0.65 -1.93
H 3.57 -0.37 2.31
H 0.77 0.43 -1.78
H 1.26 0.64 2.46
H -3.80 -1.54 0.22
H -4.68 0.05 -0.36
H -3.82 -1.09 -1.47
H -1.93 -0.44 1.24
H -0.76 1.62 -0.43
```

HOMO level	-13.54	eV
total charge	+1
gap between HOMO and LUMO	7.66	eV
LUMO	-5.8720	eV
DFT total energy	-13927.9529	eV
energy relative to the best compared isomer or geometry (same formula, charge and spin)	482.2	kJ/mol